(1)
# C26H48Cl9NO21

A 11-piece molecular cluster, C26H48Cl9NO21 overall (wB97M-V/def2-TZVPD, OMol25).

Cartesian coordinates (Å):
C1 2.90 -5.88 -0.63
O1 4.26 -5.57 -0.31
C2 4.54 -4.53 0.30
O2 3.68 -3.68 0.72
O3 5.84 -4.51 0.51
C3 6.29 -3.42 1.31
H1 2.41 -5.03 -1.11
H2 2.34 -6.14 0.27
H3 2.82 -6.69 -1.35
H4 5.71 -3.17 2.20
H5 6.03 -2.55 0.72
H6 7.38 -3.42 1.31
C4 -1.53 6.94 9.98
O4 -1.53 5.81 9.12
C5 -1.42 4.61 9.57
O5 -1.43 4.36 10.82
O6 -1.34 3.76 8.47
C6 -0.95 2.38 8.51
H7 -0.66 6.86 10.63
H8 -2.36 6.95 10.68
H9 -1.53 7.93 9.51
H10 -1.81 1.90 8.05
H11 -0.83 1.97 9.52
H12 -0.09 2.20 7.87
C7 -0.44 3.80 -3.18
O7 -1.73 3.16 -2.91
C8 -2.81 3.60 -3.42
O8 -2.91 4.51 -4.21
O9 -3.74 2.77 -2.98
C9 -5.09 2.92 -3.42
H13 -0.27 4.50 -2.36
H14 -0.47 4.37 -4.11
H15 0.34 3.04 -3.31
H16 -5.61 2.14 -2.86
H17 -5.25 2.80 -4.49
H18 -5.56 3.84 -3.07
C10 0.12 -0.34 -0.74
O10 -0.47 0.36 0.32
C11 0.33 1.13 1.09
O11 1.55 1.42 0.83
O12 -0.46 1.69 2.02
C12 0.04 2.73 2.89
H19 0.96 -0.95 -0.43
H20 0.45 0.40 -1.46
H21 -0.55 -1.07 -1.21
H22 0.34 2.24 3.82
H23 -0.72 3.47 3.10
H24 0.98 3.16 2.53
C13 -3.30 -4.95 -9.43
O13 -3.49 -3.98 -8.42
C14 -2.34 -3.32 -7.98
O14 -1.25 -3.40 -8.46
O15 -2.60 -2.59 -6.95
C15 -1.65 -1.59 -6.39
H25 -4.20 -5.15 -10.01
H26 -2.94 -5.92 -9.06
H27 -2.57 -4.58 -10.16
H28 -1.68 -0.65 -6.93
H29 -0.66 -2.03 -6.44
H30 -1.79 -1.42 -5.32
C16 -1.96 -7.58 1.62
O16 -2.90 -7.08 0.70
C17 -2.86 -5.81 0.39
O17 -2.12 -4.97 0.79
O18 -3.81 -5.59 -0.40
C18 -3.98 -4.49 -1.21
H31 -2.29 -8.54 2.02
H32 -1.87 -6.95 2.50
H33 -0.98 -7.67 1.14
H34 -3.14 -4.29 -1.88
H35 -4.14 -3.57 -0.64
H36 -4.89 -4.59 -1.81
C19 4.96 -1.09 -2.85
O19 5.27 -2.32 -3.37
C20 4.39 -2.99 -4.16
O20 3.26 -2.72 -4.43
O21 5.00 -4.19 -4.45
C21 4.27 -5.08 -5.34
H37 4.78 -0.38 -3.66
H38 5.74 -0.62 -2.26
H39 4.10 -1.10 -2.19
H40 4.89 -5.96 -5.52
H41 4.11 -4.58 -6.29
H42 3.28 -5.26 -4.93
Cl1 0.70 8.60 2.86
C22 -0.20 9.35 4.19
Cl2 0.75 10.00 5.50
Cl3 -1.44 8.21 4.83
H43 -0.72 10.18 3.71
Cl4 0.01 -4.07 4.75
C23 -0.08 -2.39 4.16
Cl5 1.12 -1.40 4.82
Cl6 -1.63 -1.63 4.47
H44 0.07 -2.42 3.08
Cl7 -6.73 6.75 1.10
C24 -5.67 5.62 1.78
Cl8 -5.81 5.44 3.52
Cl9 -3.98 5.94 1.29
H45 -5.91 4.60 1.49
C25 4.79 4.84 0.38
C26 5.97 4.06 -0.08
N1 6.92 3.47 -0.44
H46 3.96 4.41 -0.18
H47 4.91 5.87 0.03
H48 4.57 4.78 1.44

Molar mass, g/mol: 1029.73
Charge: 0
HOMO level, eV: -10.5
Relative energy (zero: lowest compared OMol25 entry of this formula, charge and spin), kcal/mol: 111.1
E_tot, hartree: -6795.87070
Structure (SMILES): COC(=O)OC.COC(=O)OC.COC(=O)OC.COC(=O)OC.COC(=O)OC.COC(=O)OC.COC(=O)OC.ClC(Cl)Cl.ClC(Cl)Cl.ClC(Cl)Cl.CC#N

=====

(2)
# C26H48F3N2O18Ti

C26H48F3N2O18Ti as an isolated structure (wB97M-V/def2-TZVPD, OMol25).

Cartesian coordinates (Å):
Ti1 -2.83 -21.09 -3.81
C1 -6.05 -24.14 -5.53
C2 -5.57 -23.63 -4.24
C3 -4.93 -24.85 -3.53
O1 -4.69 -22.53 -4.32
H1 -5.35 -24.77 -6.08
H2 -6.51 -23.36 -6.13
H3 -6.83 -24.90 -5.43
H4 -6.44 -23.41 -3.62
H5 -5.60 -25.70 -3.48
H6 -4.65 -24.55 -2.52
H7 -4.10 -25.30 -4.06
C4 2.77 -15.96 -11.03
C5 1.91 -15.32 -9.88
O2 0.94 -16.34 -9.52
C6 1.21 -17.10 -8.45
O3 2.22 -17.00 -7.74
C7 0.23 -18.24 -8.11
F1 0.87 -19.43 -8.26
F2 -0.09 -18.20 -6.81
F3 -0.91 -18.19 -8.80
H8 3.42 -16.73 -10.62
H9 3.34 -15.26 -11.64
H10 2.09 -16.31 -11.81
H11 1.27 -14.47 -10.15
H12 2.48 -15.04 -9.00
C8 1.62 -21.19 -5.91
O4 0.75 -22.18 -6.45
C9 -0.36 -22.65 -5.84
O5 -0.84 -22.35 -4.75
O6 -0.87 -23.50 -6.76
C10 -2.19 -23.82 -6.56
H13 1.05 -20.36 -5.49
H14 2.24 -20.83 -6.73
H15 2.41 -21.59 -5.27
H16 -2.87 -22.97 -6.63
H17 -2.37 -24.29 -5.60
H18 -2.50 -24.49 -7.36
C11 -2.66 -17.67 -0.50
O7 -2.00 -17.51 -1.74
C12 -0.67 -17.50 -1.83
O8 0.12 -17.45 -0.89
O9 -0.35 -17.39 -3.16
C13 0.98 -17.10 -3.54
H19 -1.99 -17.69 0.36
H20 -3.23 -18.61 -0.51
H21 -3.42 -16.93 -0.26
H22 1.07 -17.41 -4.58
H23 1.78 -17.62 -3.01
H24 1.07 -16.01 -3.48
C14 -0.10 -20.00 0.98
O10 -0.28 -21.34 0.80
C15 -0.80 -21.77 -0.41
O11 -1.25 -21.01 -1.31
O12 -0.73 -23.15 -0.49
C16 -1.47 -23.82 -1.56
H25 -0.01 -19.70 2.02
H26 -1.02 -19.49 0.70
H27 0.77 -19.59 0.47
H28 -1.44 -24.86 -1.25
H29 -1.10 -23.64 -2.57
H30 -2.51 -23.49 -1.52
C17 -4.19 -20.22 -7.31
O13 -4.28 -18.86 -7.00
C18 -3.85 -18.55 -5.80
O14 -3.04 -19.22 -5.12
O15 -4.20 -17.28 -5.52
C19 -3.82 -16.84 -4.25
H31 -4.78 -20.80 -6.59
H32 -3.20 -20.69 -7.26
H33 -4.50 -20.41 -8.33
H34 -4.20 -17.35 -3.36
H35 -4.19 -15.82 -4.12
H36 -2.75 -16.68 -4.28
C20 1.72 -20.29 -2.56
O16 2.65 -19.70 -1.61
C21 3.22 -20.58 -0.68
O17 3.18 -21.83 -0.63
O18 4.04 -19.85 0.07
C22 4.77 -20.34 1.25
H37 0.85 -19.66 -2.71
H38 1.44 -21.32 -2.33
H39 2.13 -20.41 -3.56
H40 5.24 -19.54 1.82
H41 5.51 -21.04 0.88
H42 4.02 -20.80 1.88
C23 -7.61 -20.54 -4.15
C24 -7.91 -19.14 -3.85
N1 -8.12 -18.04 -3.62
H43 -6.54 -20.67 -3.96
H44 -7.95 -20.81 -5.15
H45 -8.18 -21.18 -3.49
C25 -5.70 -22.19 -1.00
C26 -5.12 -20.89 -1.42
N2 -4.64 -19.92 -1.83
H46 -4.87 -22.84 -1.25
H47 -6.64 -22.44 -1.47
H48 -5.69 -22.24 0.09

Molar mass, g/mol: 781.53
Charge: 0
HOMO level (spin up / spin down), eV: -4.2 / -7.7
Multiplicity: 4
E_tot, hartree: -3632.21425

=====

(3)
# C26H48F7N2O7

A 4-piece molecular cluster, C26H48F7N2O7 overall (wB97M-V/def2-TZVPD, OMol25).

Cartesian coordinates (Å):
C1 -2.22 6.55 5.24
C2 -2.58 5.60 3.91
C3 -3.67 4.40 4.31
C4 -2.78 3.09 4.74
O1 -2.94 1.91 3.87
C5 -2.12 1.98 2.66
C6 -2.43 3.01 1.47
N1 -1.63 3.09 0.25
N2 -0.57 2.37 -0.19
C7 -0.21 1.40 0.84
C8 1.09 0.45 0.38
F1 2.15 0.41 1.46
F2 1.81 1.10 -0.78
C9 0.66 -1.03 -0.16
F3 1.02 -2.15 0.79
F4 1.50 -1.32 -1.38
C10 -0.90 -1.15 -0.68
F5 -1.91 -1.24 0.41
F6 -0.98 -2.47 -1.41
F7 -1.25 -0.13 -1.73
C11 -0.82 1.08 2.27
C12 -0.34 -0.06 3.34
C13 0.82 0.41 4.40
C14 0.65 1.93 4.99
H1 -3.23 6.95 5.70
H2 -1.70 5.91 6.08
H3 -1.49 7.43 4.92
H4 -1.55 5.17 3.54
H5 -2.97 6.31 3.06
H6 -4.45 4.21 3.45
H7 -4.25 4.83 5.26
H8 -1.68 3.46 4.89
H9 -3.17 2.76 5.82
H10 -3.35 3.74 1.61
H11 -1.92 3.84 -0.45
H12 -1.30 -0.32 4.00
H13 0.00 -1.08 2.87
H14 1.92 0.31 4.01
H15 0.74 -0.32 5.33
H16 1.73 2.28 5.34
H17 -0.01 1.94 5.99
H18 0.28 2.73 4.23
C15 3.95 0.34 -2.42
O2 4.51 0.95 -3.58
C16 5.93 1.00 -3.53
C17 6.55 -0.08 -4.43
O3 6.31 -1.39 -3.91
C18 5.27 -2.06 -4.62
H19 2.88 0.17 -2.60
H20 4.42 -0.63 -2.21
H21 4.06 1.00 -1.56
H22 6.30 0.90 -2.50
H23 6.23 1.98 -3.91
H24 7.64 0.06 -4.45
H25 6.19 0.01 -5.46
H26 5.63 -2.35 -5.62
H27 4.38 -1.45 -4.71
H28 5.02 -2.97 -4.07
C19 1.82 -4.69 0.45
O4 2.26 -5.96 0.91
C20 2.02 -7.00 -0.04
C21 3.30 -7.39 -0.78
O5 3.74 -6.34 -1.64
C22 4.84 -5.62 -1.09
H29 2.20 -3.93 1.13
H30 2.19 -4.48 -0.56
H31 0.73 -4.66 0.46
H32 1.23 -6.71 -0.74
H33 1.66 -7.87 0.53
H34 3.09 -8.26 -1.42
H35 4.09 -7.68 -0.07
H36 5.74 -6.24 -1.12
H37 4.64 -5.30 -0.06
H38 5.01 -4.73 -1.70
C23 -4.44 0.33 -1.52
O6 -5.86 0.42 -1.65
C24 -6.27 1.67 -2.21
C25 -6.66 1.51 -3.69
O7 -5.51 1.23 -4.49
C26 -5.44 -0.15 -4.86
H39 -4.18 -0.70 -1.27
H40 -3.93 0.60 -2.45
H41 -4.11 0.99 -0.71
H42 -5.50 2.43 -2.09
H43 -7.16 1.99 -1.65
H44 -7.07 2.46 -4.05
H45 -7.43 0.74 -3.82
H46 -6.22 -0.38 -5.60
H47 -5.55 -0.80 -3.99
H48 -4.46 -0.33 -5.31

Molar mass, g/mol: 633.66
Charge: +1
HOMO level, eV: -10.6
Relative energy (zero: lowest compared OMol25 entry of this formula, charge and spin), kcal/mol: 261.8
E_tot, hartree: -2353.87498

=====

(4)
# C26H48GaO2P2

C26H48GaO2P2 as an isolated structure (wB97M-V/def2-TZVPD, OMol25).

Cartesian coordinates (Å):
Ga1 0.81 -0.16 0.98
C1 -2.46 1.77 0.68
C2 -2.84 0.87 -0.35
C3 -2.68 -0.33 1.61
C4 -2.37 1.03 1.89
C5 -2.98 -0.43 0.22
C6 -2.20 3.21 0.53
H1 -1.84 3.44 -0.49
H2 -1.43 3.55 1.24
H3 -3.11 3.80 0.70
C7 -2.00 1.55 3.23
H4 -1.75 2.62 3.17
H5 -1.14 1.00 3.63
H6 -2.84 1.44 3.93
C8 -2.68 -1.44 2.59
H7 -3.69 -1.59 3.01
H8 -1.99 -1.23 3.42
H9 -2.38 -2.38 2.11
C9 -3.37 -1.66 -0.49
H10 -4.47 -1.74 -0.60
H11 -3.03 -2.55 0.05
H12 -2.94 -1.68 -1.50
C10 -3.02 1.25 -1.76
H13 -3.97 1.78 -1.93
H14 -3.01 0.36 -2.40
H15 -2.20 1.91 -2.09
C11 1.52 0.50 -2.40
C12 0.43 1.29 -2.55
C13 -0.18 1.55 -3.90
C14 -1.10 0.44 -4.50
C15 -1.16 -0.87 -3.75
C16 -0.08 -1.66 -3.61
C17 1.25 -1.33 -4.23
C18 2.13 -0.24 -3.55
H16 0.61 1.78 -4.63
H17 -0.77 0.27 -5.54
H18 -0.78 2.48 -3.82
H19 2.46 0.47 -4.33
H20 2.08 0.44 -1.47
H21 -0.03 1.82 -1.71
H22 3.05 -0.72 -3.18
H23 1.83 -2.27 -4.25
H24 -0.16 -2.66 -3.17
H25 1.11 -1.04 -5.29
H26 -2.12 0.84 -4.58
H27 -2.16 -1.21 -3.47
P1 2.08 1.93 1.23
C19 1.68 2.83 2.76
H28 2.53 3.46 3.05
H29 1.46 2.12 3.58
H30 0.80 3.47 2.60
C20 3.88 1.69 1.28
H31 4.36 2.57 1.72
H32 4.27 1.52 0.27
H33 4.10 0.81 1.90
C21 1.74 3.16 -0.06
H34 1.89 2.72 -1.05
H35 2.39 4.03 0.06
H36 0.69 3.48 0.02
P2 1.20 -2.50 0.50
C22 -0.21 -3.23 -0.38
H37 0.07 -4.18 -0.86
H38 -0.59 -2.53 -1.13
H39 -1.02 -3.44 0.34
C23 2.66 -2.65 -0.59
H40 2.37 -2.56 -1.64
H41 3.14 -3.63 -0.43
H42 3.37 -1.85 -0.34
C24 1.53 -3.69 1.85
H43 1.79 -4.66 1.41
H44 0.62 -3.81 2.46
H45 2.36 -3.34 2.48
C25 0.89 -0.95 5.17
O1 0.59 -0.45 3.85
C26 1.52 -0.54 2.89
O2 2.68 -0.87 3.10
H46 0.44 -0.24 5.87
H47 1.96 -1.04 5.35
H48 0.40 -1.92 5.29

Molar mass, g/mol: 524.34
Charge: +1
HOMO level (spin up / spin down), eV: -9.6 / -9.5
E_tot, hartree: -3777.12948